(1)
Here is a structure of composition C25H33HgO2Se from OMol25. Energies are from ωB97M-V/def2-TZVPD.

```
! wB97M-V def2-TZVPD RIJCOSX def2/J DEFGRID3
* xyz -1 1
O 5.51952 -0.69961 -1.31667
C 5.86862 -1.95523 -1.98122
C 7.37698 -1.79470 -1.74029
H 5.59361 -1.94241 -3.04592
H 5.42972 -2.82395 -1.47016
C 6.93832 -0.45232 -1.07790
H 7.97197 -1.67387 -2.65243
H 7.80197 -2.52288 -1.04034
C 7.45001 0.76183 -1.82938
H 7.25147 0.67965 -2.90437
H 8.53549 0.85579 -1.68919
H 6.97030 1.66865 -1.44320
C 7.26085 -0.36444 0.40069
H 6.90811 -1.24998 0.94131
H 6.78484 0.52643 0.82642
H 8.34624 -0.28048 0.54487
Hg -2.53239 -0.14288 -0.19019
C -2.98605 -0.16514 3.20175
C -3.49177 -1.05614 2.22894
C -2.37493 -1.80627 1.68764
H -4.53874 -1.18249 1.95391
C -1.20144 -1.39511 2.41232
C -1.58113 -0.38512 3.31944
H -0.91766 0.13571 4.00894
H -3.57207 0.55013 3.77232
H -2.43977 -2.67465 1.03105
H -0.20869 -1.83388 2.30377
C -3.26058 2.82772 0.92093
C -2.17004 2.97532 1.80894
C -0.95962 2.89804 1.05365
H -2.23580 3.14014 2.88363
C -1.29466 2.69128 -0.30535
C -2.72957 2.61123 -0.39490
H -3.29995 2.48507 -1.31066
H -4.32030 2.87026 1.17541
H 0.05113 3.00125 1.44827
H -0.60431 2.61295 -1.13992
O 0.02251 -0.19582 -0.32560
C 1.29508 0.16686 0.26930
C 2.29165 -0.90373 -0.16347
H 1.15697 0.22960 1.35825
H 1.57923 1.16757 -0.10358
C 1.71477 -1.41234 -1.48941
H 2.31136 -1.73528 0.55788
H 3.30580 -0.52272 -0.26407
C 0.21960 -1.30689 -1.24671
H 2.00839 -2.43130 -1.72881
H 2.03354 -0.75694 -2.30809
H -0.15574 -2.22355 -0.75430
H -0.38264 -1.12261 -2.14830
Se -4.36077 -0.62551 -2.01565
C -5.79395 -0.06394 -0.97498
C -6.50338 -0.95562 -0.13453
C -7.70819 -0.55390 0.44114
C -8.17388 0.76088 0.25991
C -7.36835 1.69709 -0.40798
C -6.17214 1.29941 -0.99719
H -6.08727 -1.95347 0.02456
H -8.27177 -1.26375 1.04649
H -9.13347 1.06263 0.67758
H -7.65910 2.74751 -0.46542
H -5.50790 2.00592 -1.49916
*
```

Its frontier orbital gap is 5.5 eV. The calculation puts the energy above the lowest of the compared OMol25 structures with the same formula, charge and spin at 0.0 kJ/mol. The calculation puts the LUMO energy at 2.044 eV. As for the HOMO energy: -3.5 eV.

(2)
Here is a structure of composition C13H37CrN2O9S5 from OMol25. Energies are from ωB97M-V/def2-TZVPD.

```
! wB97M-V def2-TZVPD RIJCOSX def2/J DEFGRID3
* xyz 1 9
Cr 1.75531 -1.72436 10.46448
N 1.95597 -0.23892 13.46390
O 2.41095 -0.55222 14.56600
O 1.19650 0.75533 13.33912
O 2.33230 -0.88984 12.44785
C -2.87714 -1.20494 10.70908
C -1.53491 -0.98142 11.33444
O -0.43964 -1.42986 10.78035
N -1.31627 -0.09316 12.40077
C -2.35995 0.71872 12.95329
H -2.72215 -2.06503 10.05698
H -3.40458 -0.38743 10.20179
H -3.57331 -1.64234 11.43829
H -0.38269 0.07138 12.77639
H -2.96179 0.09588 13.62304
H -2.96680 1.08373 12.12170
H -1.96354 1.55999 13.51474
C 4.08091 1.54812 15.87784
S 5.07309 2.89137 16.57438
O 5.74675 3.58431 15.41764
C 6.36263 1.75511 17.21146
H 3.63038 0.98833 16.69707
H 4.71345 0.85888 15.31209
H 3.30733 1.85880 15.17616
H 5.88174 1.13395 17.96651
H 7.13663 2.30800 17.74510
H 6.83702 1.30754 16.34141
C -0.27504 2.43447 10.13602
S 1.24553 1.65372 9.46332
O 1.33555 0.32659 10.19171
C 0.55531 1.17414 7.83114
H -1.00911 1.63669 10.26212
H -0.73453 3.18159 9.48993
H -0.00457 2.86324 11.09819
H 0.11702 2.03435 7.32019
H -0.21422 0.44273 8.07635
H 1.26322 0.76900 7.11102
C 5.61314 -2.21519 12.23987
S 4.57290 -3.57498 11.61206
O 3.46535 -2.90584 10.84109
C 3.84919 -4.06240 13.21906
H 6.37072 -2.67715 12.87428
H 5.08082 -1.48927 12.85891
H 6.02824 -1.67125 11.39321
H 3.10823 -3.32477 13.53346
H 4.62042 -4.06426 13.99099
H 3.36532 -5.03577 13.18748
C 4.72266 1.92452 11.97463
S 6.54330 1.78712 12.04185
O 7.05870 1.25307 10.73321
C 7.06112 3.55008 12.16529
H 4.46984 2.60781 11.16772
H 4.51287 2.42328 12.92704
H 4.24884 0.94515 12.00623
H 8.14797 3.59461 12.20880
H 6.64971 3.98002 13.08266
H 6.71888 4.17502 11.33975
C -0.03108 -0.66800 16.56120
S -0.76436 0.93240 16.23928
O -1.48942 1.42190 17.46237
C 0.78651 1.90409 16.13057
H 0.37132 -1.17472 15.68011
H -0.74846 -1.35182 17.01334
H 0.83935 -0.61747 17.21940
H 0.53737 2.96377 16.02392
H 1.29288 1.63475 15.20084
H 1.49334 1.93858 16.96198
*
```

Its frontier orbital gap (alpha / beta) is 4.0 / 2.6 eV. The calculation puts the LUMO energy (alpha / beta) at -2.944 / -7.877 eV. As for the HOMO energy (alpha / beta): -6.9 / -10.5 eV.

(3)
Here is a structure of composition C3HFFeO2 from OMol25. Energies are from ωB97M-V/def2-TZVPD.

```
! wB97M-V def2-TZVPD RIJCOSX def2/J DEFGRID3
* xyz 2 5
H -1.48636 -0.65888 1.21620
O 0.47637 -1.08655 0.27230
O 0.33335 0.95065 -0.29882
C -0.86501 -0.83433 0.22594
C -0.95246 0.48382 -0.11616
C 1.15876 -0.04441 -0.15239
F -1.87327 1.13324 -0.74176
Fe 3.20862 0.05646 -0.40531
*
```

Its frontier orbital gap (alpha / beta) is 7.4 / 5.8 eV. The calculation puts the energy above the lowest of the compared OMol25 structures with the same formula, charge and spin at 0.0 kJ/mol. The calculation puts the LUMO energy (alpha / beta) at -12.129 / -13.523 eV. As for the HOMO energy (alpha / beta): -19.5 / -19.3 eV.

Computed max |F|, in the same sequence as the records: 1.90; 2.10; 4.50 eV/Å.